Record 1
The following is a quantum chemistry calculation of a 2-piece molecular cluster, C12H18FO2P overall, from OMol25.

Structure (XYZ):
```
34
Properties=species:S:1:pos:R:3
C 0.53 2.92 1.50
C 1.37 2.06 0.60
C 2.76 2.11 0.63
C 3.52 1.33 -0.22
C 2.92 0.47 -1.14
C 3.70 -0.41 -2.10
P 5.43 0.12 -2.39
F 6.17 -0.80 -1.28
C 1.53 0.41 -1.15
C 0.76 1.18 -0.30
H -0.26 2.35 1.99
H 0.03 3.70 0.91
H 1.14 3.44 2.25
H 3.25 2.77 1.33
H 4.60 1.40 -0.17
H 3.67 -1.45 -1.78
H 3.22 -0.35 -3.08
H 5.62 -0.75 -3.51
H 1.02 -0.26 -1.85
H -0.32 1.13 -0.32
C -3.50 -2.85 1.86
C -4.30 -1.57 1.76
O -3.47 -0.44 1.45
C -3.14 -0.10 0.19
C -3.45 -1.04 -0.94
O -2.55 0.93 0.02
H -3.04 -3.11 0.91
H -4.15 -3.67 2.17
H -2.71 -2.74 2.60
H -5.12 -1.65 1.05
H -4.74 -1.32 2.73
H -2.58 -1.68 -1.10
H -3.61 -0.45 -1.84
H -4.32 -1.68 -0.79
```

Results
- molar mass (g/mol) = 244.2
- max |F| (eV Å⁻¹) = 0.45
- ΔE to the lowest compared entry with this formula, charge and spin (kJ/mol) = 0.0
- lowest unoccupied orbital energy (eV) = 0.65
- 2S+1 = 1
- structure (SMILES) = Cc1ccc(CPF)cc1.CCOC(C)=O
- total charge = 0

Record 2
The following is a quantum chemistry calculation of C22H42N4O7P2SV as an isolated structure in a non-equilibrium geometry, from OMol25.

Structure (XYZ):
```
79
Properties=species:S:1:pos:R:3
V 0.00 -0.25 -0.17
C 1.20 -0.44 1.74
C 1.52 0.86 1.25
C 0.31 1.60 1.28
C -0.70 0.71 1.77
C -0.15 -0.54 2.10
C -0.86 -1.69 2.80
C -1.40 -2.70 1.79
C -2.02 -1.14 3.63
C 0.14 -2.39 3.73
C 0.02 3.11 1.20
C -1.42 3.42 1.64
C 0.89 3.79 2.28
C 0.24 3.77 -0.17
C 3.00 1.19 0.98
C 3.68 1.34 2.36
C 3.68 0.01 0.25
C 3.31 2.43 0.14
H 1.91 -1.25 1.81
H -1.74 0.96 1.90
H -2.13 -2.25 1.11
H -1.90 -3.52 2.31
H -0.59 -3.13 1.19
H -2.80 -0.70 3.00
H -1.68 -0.39 4.35
H -2.48 -1.96 4.19
H 0.95 -2.84 3.17
H -0.37 -3.18 4.28
H 0.56 -1.69 4.45
H -1.61 3.13 2.67
H -2.20 2.94 1.02
H -1.58 4.50 1.56
H 0.75 3.30 3.25
H 0.58 4.84 2.39
H 1.95 3.78 2.06
H -0.57 3.53 -0.86
H 1.16 3.47 -0.65
H 0.25 4.85 -0.05
H 3.50 0.47 2.98
H 3.31 2.22 2.89
H 4.76 1.46 2.23
H 3.70 -0.90 0.85
H 4.71 0.27 0.03
H 3.18 -0.21 -0.69
H 2.91 3.35 0.55
H 2.96 2.32 -0.89
H 4.40 2.54 0.09
C -0.41 -4.58 -3.23
C -0.45 -3.69 -1.99
O -0.70 -4.45 -0.82
P 1.12 -2.82 -1.71
O 1.60 -2.12 -3.03
O 2.12 -4.02 -1.51
O 1.13 -1.90 -0.51
P -1.82 -2.43 -2.10
O -1.74 -1.93 -3.64
O -3.12 -3.00 -1.76
O -1.28 -1.19 -1.38
H 0.33 -5.37 -3.10
H -0.15 -4.01 -4.13
H -1.39 -5.03 -3.36
H -0.20 -5.27 -0.87
H 1.45 -1.15 -3.03
H 2.98 -3.81 -1.12
H -2.38 -2.38 -4.20
C -4.08 1.73 -2.94
C -2.64 1.57 -3.27
N -2.11 1.61 -4.46
N -0.79 1.38 -4.25
C -0.48 1.19 -2.97
S 1.02 0.90 -2.23
N -1.66 1.34 -2.34
N -1.76 1.19 -0.96
H -4.64 1.85 -3.86
H -4.24 2.60 -2.31
H -4.44 0.84 -2.42
H -0.15 1.33 -5.03
H -1.95 2.09 -0.53
H -2.50 0.52 -0.76
```

Results
- molar mass (g/mol) = 619.6
- max |F| (eV Å⁻¹) = 1.19
- ΔE to the lowest compared entry with this formula, charge and spin (kJ/mol) = 39.3
- lowest unoccupied orbital energy (alpha / beta) (eV) = -2.71 / -2.24
- 2S+1 = 3
- total charge = +1

Record 3
The following is a quantum chemistry calculation of an isolated ion of composition C4H9ClN and charge +1 in a non-equilibrium geometry, from OMol25.

Structure (XYZ):
```
15
Properties=species:S:1:pos:R:3
C 0.21 0.59 1.98
C -0.53 0.37 0.74
Cl -2.20 0.73 0.95
N -0.12 -0.09 -0.41
C -0.97 -0.24 -1.50
C 1.29 -0.46 -0.77
H 0.48 1.61 2.24
H -0.55 0.19 2.80
H 1.14 -0.03 2.01
H -1.29 0.69 -1.86
H -1.94 -0.87 -1.29
H -0.32 -0.64 -2.34
H 1.33 -1.54 -0.77
H 2.00 -0.10 0.05
H 1.47 -0.20 -1.84
```

Results
- molar mass (g/mol) = 106.6
- max |F| (eV Å⁻¹) = 4.48
- ΔE to the lowest compared entry with this formula, charge and spin (kJ/mol) = 1.2
- lowest unoccupied orbital energy (eV) = -4.60
- 2S+1 = 1
- structure (SMILES) = CC(Cl)=[N+](C)C
- total charge = +1

Record 4
The following is a quantum chemistry calculation of a 2-piece molecular cluster, C2ClF3O overall in a non-equilibrium geometry, from OMol25.

Structure (XYZ):
```
7
Properties=species:S:1:pos:R:3
C -1.44 0.20 0.05
C 2.21 0.89 -0.59
O -0.54 0.38 -0.65
F -1.36 0.07 1.39
F -2.77 0.27 -0.20
F 3.38 0.92 -1.12
Cl 2.05 -0.47 0.41
```

Results
- molar mass (g/mol) = 132.5
- max |F| (eV Å⁻¹) = 2.31
- ΔE to the lowest compared entry with this formula, charge and spin (kJ/mol) = 209.8
- lowest unoccupied orbital energy (eV) = -0.23
- 2S+1 = 1
- total charge = 0

Record 5
The following is a quantum chemistry calculation of an isolated ion of composition CH7NO3P and charge +1 in a non-equilibrium geometry, from OMol25.

Structure (XYZ):
```
13
Properties=species:S:1:pos:R:3
C 1.05 -0.36 -0.97
N 0.43 -0.57 0.41
P -0.85 0.55 0.90
O -0.46 2.02 0.64
O -1.99 0.22 -0.11
O -1.32 0.33 2.35
H 1.17 0.65 -1.32
H 2.03 -0.83 -1.16
H 0.22 -0.66 -1.74
H 0.18 -1.54 0.42
H 0.46 2.34 0.84
H -1.90 0.46 -1.02
H -1.79 -0.49 2.70
```

Results
- molar mass (g/mol) = 112.0
- max |F| (eV Å⁻¹) = 5.25
- ΔE to the lowest compared entry with this formula, charge and spin (kJ/mol) = 85.9
- lowest unoccupied orbital energy (eV) = -3.80
- 2S+1 = 1
- structure (SMILES) = C[NH+]=P(O)(O)O
- total charge = +1